Entry from the OMol25 dataset: 6 unconnected molecules or ions with the total composition C58H130F6N3P3 in a non-equilibrium geometry (ωB97M-V/def2-TZVPD).

Energy ... -110869.9483 eV
HOMO ... -17.14 eV
Total charge ... +4
Orbital gap ... 9.950 eV
Lowest unoccupied orbital energy ... -7.192 eV
Energy above the lowest of the compared OMol25 structures with the same formula, charge and spin ... 0.0 kcal per mole

Last column: Löwdin charge in e.
Cartesian coordinates (Å):
C1 9.371 23.871 -5.218  -0.096
C2 10.241 22.654 -5.518  -0.237
C3 9.525 21.309 -5.845  -0.204
C4 8.959 20.706 -4.535  -0.282
P1 8.219 19.125 -4.620  0.974
C5 7.862 18.361 -2.950  -0.234
C6 9.076 17.834 -2.260  -0.258
C7 8.869 17.377 -0.816  -0.251
C8 7.624 16.564 -0.631  -0.117
C9 9.214 18.026 -5.589  -0.253
C10 8.849 16.529 -5.682  -0.260
C11 10.023 15.660 -6.006  -0.232
C12 9.667 14.169 -5.634  -0.070
C13 6.661 19.347 -5.400  -0.294
C14 5.674 20.382 -4.852  -0.204
C15 5.765 21.828 -5.440  -0.235
C16 4.774 22.801 -4.755  -0.094
H1 10.002 24.706 -4.916  0.084
H2 8.776 23.612 -4.342  0.061
H3 8.749 24.291 -6.008  0.082
H4 11.006 22.482 -4.761  0.115
H5 10.824 22.938 -6.394  0.109
H6 10.129 20.564 -6.364  0.101
H7 8.675 21.451 -6.512  0.099
H8 8.285 21.345 -3.965  0.103
H9 9.838 20.484 -3.930  0.106
H10 7.163 17.530 -3.041  0.082
H11 7.405 19.206 -2.435  0.107
H12 9.955 18.479 -2.249  0.116
H13 9.399 16.951 -2.812  0.104
H14 8.953 18.234 -0.148  0.118
H15 9.670 16.703 -0.512  0.117
H16 7.482 16.436 0.442  0.082
H17 7.799 15.569 -1.039  0.078
H18 6.709 16.951 -1.080  0.069
H19 10.214 18.276 -5.235  0.110
H20 9.192 18.427 -6.602  0.101
H21 7.992 16.269 -6.305  0.097
H22 8.444 16.234 -4.714  0.079
H23 10.924 16.035 -5.521  0.116
H24 10.173 15.781 -7.079  0.087
H25 8.776 13.801 -6.142  0.040
H26 9.487 14.103 -4.561  0.078
H27 10.457 13.482 -5.936  0.066
H28 6.222 18.350 -5.428  0.085
H29 6.895 19.588 -6.437  0.090
H30 5.748 20.412 -3.765  0.111
H31 4.670 20.036 -5.101  0.101
H32 5.543 21.885 -6.506  0.094
H33 6.718 22.310 -5.222  0.075
H34 3.776 22.389 -4.903  0.070
H35 4.791 23.815 -5.155  0.081
H36 4.905 22.986 -3.689  0.081
C17 4.677 12.679 -1.119  -0.084
C18 4.997 13.257 0.310  -0.235
C19 4.326 12.469 1.490  -0.212
C20 5.047 11.105 1.547  -0.276
P2 4.825 10.037 3.009  1.023
C21 3.093 9.390 3.051  -0.233
C22 2.536 8.791 1.716  -0.240
C23 1.219 8.138 1.923  -0.313
C24 1.273 6.876 2.661  -0.119
C25 5.854 8.568 2.657  -0.263
C26 5.571 7.221 3.377  -0.234
C27 6.610 6.880 4.466  -0.239
C28 6.442 5.385 4.827  -0.103
C29 5.325 10.717 4.620  -0.236
C30 4.395 11.820 5.300  -0.210
C31 4.865 12.163 6.749  -0.250
C32 6.298 12.707 6.861  -0.102
H37 5.066 13.439 -1.796  0.054
H38 3.633 12.472 -1.356  0.066
H39 5.210 11.752 -1.328  0.060
H40 4.731 14.307 0.434  0.100
H41 6.043 13.415 0.571  0.100
H42 3.271 12.300 1.272  0.105
H43 4.291 13.053 2.410  0.098
H44 6.093 11.120 1.241  0.106
H45 4.602 10.473 0.778  0.077
H46 2.502 10.284 3.250  0.094
H47 2.936 8.697 3.878  0.090
H48 3.159 8.021 1.261  0.116
H49 2.282 9.666 1.116  0.102
H50 0.840 7.797 0.960  0.113
H51 0.453 8.800 2.326  0.131
H52 0.326 6.342 2.588  0.091
H53 1.335 7.098 3.726  0.078
H54 2.030 6.140 2.388  0.090
H55 6.894 8.894 2.663  0.101
H56 5.541 8.328 1.641  0.081
H57 5.530 6.428 2.631  0.115
H58 4.574 7.219 3.818  0.095
H59 6.464 7.474 5.368  0.101
H60 7.612 7.125 4.116  0.107
H61 6.892 4.707 4.102  0.076
H62 5.443 5.013 5.057  0.079
H63 7.011 5.124 5.719  0.074
H64 6.392 10.922 4.707  0.099
H65 5.195 9.813 5.215  0.089
H66 3.335 11.567 5.291  0.104
H67 4.553 12.800 4.851  0.090
H68 4.652 11.338 7.429  0.109
H69 4.174 12.942 7.069  0.109
H70 6.501 13.450 6.089  0.071
H71 7.099 11.977 6.743  0.068
H72 6.464 13.267 7.781  0.081
C33 11.928 13.545 -10.553  -0.083
C34 11.097 13.422 -9.232  -0.225
C35 9.644 13.014 -9.580  -0.165
C36 8.882 14.225 -10.221  -0.115
N1 7.462 13.933 -10.609  -0.223
C37 7.348 12.794 -11.654  -0.036
C38 6.315 13.367 -12.686  -0.121
C39 5.777 14.667 -12.142  -0.175
C40 6.933 15.218 -11.348  -0.086
C41 6.568 13.663 -9.383  0.040
H73 12.912 13.982 -10.384  0.080
H74 11.534 14.194 -11.335  0.063
H75 12.099 12.577 -11.025  0.082
H76 11.243 14.277 -8.573  0.088
H77 11.539 12.651 -8.600  0.110
H78 9.127 12.551 -8.740  0.089
H79 9.733 12.155 -10.246  0.110
H80 9.322 14.463 -11.189  0.122
H81 9.003 15.112 -9.598  0.138
H82 6.939 11.955 -11.091  0.121
H83 8.304 12.469 -12.064  0.137
H84 5.521 12.648 -12.885  0.126
H85 6.824 13.512 -13.639  0.129
H86 4.912 14.517 -11.495  0.105
H87 5.526 15.389 -12.919  0.135
H88 6.708 16.037 -10.664  0.122
H89 7.665 15.637 -12.038  0.143
H90 6.625 14.525 -8.719  0.096
H91 6.931 12.809 -8.809  0.074
H92 5.524 13.544 -9.672  0.104
C42 1.000 9.395 -2.607  -0.100
C43 2.000 10.298 -3.277  -0.259
C44 2.557 9.701 -4.605  -0.174
C45 3.455 10.734 -5.321  -0.085
N2 4.336 10.052 -6.367  -0.251
C46 5.286 11.085 -7.037  -0.104
C47 6.608 10.359 -7.500  -0.129
C48 6.409 8.982 -6.827  -0.146
C49 5.358 9.109 -5.741  -0.086
C50 3.414 9.417 -7.484  0.082
H93 0.115 9.264 -3.230  0.090
H94 0.678 9.852 -1.671  0.073
H95 1.485 8.498 -2.221  0.079
H96 2.900 10.456 -2.684  0.093
H97 1.546 11.264 -3.496  0.119
H98 1.685 9.354 -5.160  0.112
H99 2.978 8.714 -4.409  0.113
H100 4.189 11.287 -4.734  0.125
H101 2.934 11.326 -6.074  0.129
H102 4.793 11.659 -7.822  0.113
H103 5.631 11.854 -6.346  0.098
H104 6.757 10.327 -8.580  0.103
H105 7.454 10.906 -7.083  0.105
H106 6.178 8.213 -7.563  0.122
H107 7.372 8.773 -6.361  0.125
H108 4.799 8.186 -5.588  0.132
H109 5.711 9.511 -4.791  0.148
H110 4.027 9.019 -8.293  0.105
H111 2.946 10.314 -7.889  0.103
H112 2.751 8.669 -7.048  0.107
C51 0.685 15.844 -7.376  -0.080
C52 1.453 16.613 -8.480  -0.182
C53 2.299 17.780 -7.847  -0.085
N3 3.150 18.545 -8.901  -0.224
C54 4.178 17.606 -9.551  0.012
C55 4.048 19.568 -8.165  -0.078
C56 4.240 20.767 -9.181  -0.139
C57 3.331 20.504 -10.347  -0.149
C58 2.380 19.435 -9.869  -0.098
H113 1.223 15.295 -6.603  0.074
H114 0.174 15.016 -7.867  0.074
H115 -0.162 16.443 -7.042  0.085
H116 0.765 16.996 -9.234  0.115
H117 2.192 15.954 -8.934  0.091
H118 2.949 17.608 -6.988  0.122
H119 1.692 18.599 -7.462  0.127
H120 4.635 16.914 -8.843  0.087
H121 4.960 18.236 -9.974  0.101
H122 3.757 16.987 -10.343  0.100
H123 4.988 19.210 -7.745  0.112
H124 3.412 19.903 -7.347  0.122
H125 5.236 21.046 -9.525  0.120
H126 4.026 21.692 -8.646  0.115
H127 3.881 20.082 -11.188  0.119
H128 2.792 21.375 -10.719  0.140
H129 1.729 18.896 -10.558  0.142
H130 1.535 19.827 -9.302  0.140
P3 5.100 14.903 -5.459  0.257
F1 6.413 13.986 -5.831  -0.187
F2 5.513 16.003 -6.581  -0.185
F3 4.113 14.068 -6.470  -0.183
F4 3.925 15.940 -4.978  -0.167
F5 4.610 13.772 -4.395  -0.172
F6 6.113 15.595 -4.320  -0.193

=====

Entry from the OMol25 dataset: a molecular structure, C8H27N9O5Pb in a non-equilibrium geometry (ωB97M-V/def2-TZVPD).

Energy ... -37618.6625 eV
HOMO ... -15.37 eV
Total charge ... +2
Orbital gap ... 10.294 eV
Lowest unoccupied orbital energy ... -5.080 eV
Energy above the lowest of the compared OMol25 structures with the same formula, charge and spin ... 92.5 kcal per mole

Last column: natural (NBO) charge in e.
Cartesian coordinates (Å):
Pb1 -23.958 -3.119 -27.561  1.615
C1 -24.922 -4.075 -31.008  0.792
O1 -24.593 -3.668 -29.864  -0.792
N1 -26.098 -4.334 -31.441  -0.773
N2 -24.090 -4.460 -31.906  -0.802
H1 -26.057 -4.751 -32.360  0.402
H2 -26.904 -4.240 -30.839  0.417
H3 -23.297 -4.851 -31.417  0.415
H4 -24.381 -4.726 -32.836  0.404
C2 -21.259 -1.434 -25.659  0.793
O2 -22.258 -1.760 -26.228  -0.749
N3 -20.990 -1.859 -24.421  -0.813
N4 -20.169 -0.996 -26.227  -0.801
H5 -21.616 -2.410 -23.851  0.416
H6 -20.097 -1.553 -24.063  0.391
H7 -19.321 -0.881 -25.689  0.403
H8 -20.117 -0.817 -27.219  0.412
C3 -21.164 -1.388 -29.418  0.783
O3 -22.278 -1.494 -28.916  -0.718
N5 -20.171 -2.249 -29.251  -0.831
N6 -20.648 -0.293 -30.039  -0.831
H9 -19.302 -2.013 -29.709  0.411
H10 -20.517 -3.082 -28.798  0.416
H11 -21.234 0.493 -29.795  0.422
H12 -19.664 -0.366 -30.256  0.402
C4 -26.422 -5.787 -26.832  0.764
O4 -25.511 -5.304 -27.428  -0.718
N7 -27.188 -6.710 -27.232  -0.760
N8 -26.838 -5.438 -25.672  -0.803
H13 -27.217 -6.620 -28.237  0.391
H14 -28.098 -6.801 -26.804  0.389
H15 -26.207 -4.944 -25.058  0.396
H16 -27.776 -5.719 -25.425  0.401
C5 -27.486 -0.839 -25.584  -0.616
C6 -26.546 -1.501 -26.497  -0.086
C7 -26.208 -0.604 -27.664  -0.078
O5 -25.271 -1.260 -28.557  -0.593
C8 -24.952 -0.503 -29.690  -0.263
N9 -25.378 -2.018 -25.720  -0.888
H17 -27.707 -1.670 -24.913  0.213
H18 -28.411 -0.634 -26.123  0.238
H19 -27.080 -0.002 -25.016  0.230
H20 -27.050 -2.390 -26.876  0.201
H21 -25.748 0.337 -27.363  0.193
H22 -27.106 -0.232 -28.157  0.219
H23 -24.197 0.267 -29.532  0.192
H24 -25.778 0.005 -30.188  0.196
H25 -24.639 -1.160 -30.502  0.215
H26 -25.628 -2.470 -24.852  0.392
H27 -24.885 -1.216 -25.353  0.393

=====

Entry from the OMol25 dataset: 2 unconnected molecules or ions with the total composition C6H16O in a non-equilibrium geometry (ωB97M-V/def2-TZVPD).

Energy ... -8527.0827 eV
HOMO ... -10.22 eV
Orbital gap ... 11.091 eV
Lowest unoccupied orbital energy ... 0.870 eV
Energy above the lowest of the compared OMol25 structures with the same formula, charge and spin ... 49.6 kcal per mole
SMILES ... CC(C)C.CCO

Last column: natural (NBO) charge in e.
Cartesian coordinates (Å):
C1 -0.081 -1.860 -2.487  -0.050
C2 0.437 -2.551 -1.167  -0.651
O1 0.802 -1.790 -3.575  -0.740
H1 -0.971 -2.358 -2.925  0.180
H2 -0.327 -0.857 -2.252  0.151
H3 1.425 -2.058 -0.889  0.206
H4 1.715 -1.413 -3.436  0.473
H5 0.449 -3.643 -1.126  0.219
H6 -0.185 -2.131 -0.285  0.213
C3 -0.398 1.117 0.878  -0.229
C4 -0.742 0.216 2.073  -0.622
C5 -0.941 2.502 1.169  -0.593
C6 1.148 1.441 0.822  -0.592
H7 -0.688 0.631 -0.075  0.207
H8 -1.778 0.370 2.356  0.206
H9 -0.577 3.028 1.982  0.209
H10 -0.930 3.045 0.314  0.206
H11 -2.051 2.292 1.258  0.190
H12 1.307 2.479 0.915  0.199
H13 1.650 1.052 1.632  0.202
H14 -0.105 0.359 3.017  0.206
H15 -0.714 -0.929 2.009  0.211
H16 1.554 1.058 -0.207  0.197

=====

Entry from the OMol25 dataset: a molecular structure, AuHO3S in a non-equilibrium geometry (ωB97M-V/def2-TZVPD).

Spin multiplicity ... 3
Energy ... -20656.7124 eV
HOMO (alpha / beta) ... -23.07 / -23.60 eV
Total charge ... +2
Orbital gap (alpha / beta) ... 10.449 / 7.886 eV
Lowest unoccupied orbital energy (alpha / beta) ... -12.617 / -15.710 eV

Last column: natural (NBO) charge in e.
Cartesian coordinates (Å):
S1 -0.399 -0.773 0.026  1.986
O1 0.474 -1.721 -0.660  -0.403
O2 -1.396 -0.037 -1.179  -0.921
Au1 -0.551 1.572 -1.274  1.459
O3 0.298 0.551 0.323  -0.764
H1 -1.670 -0.295 -2.199  0.644

=====

Entry from the OMol25 dataset: 2 unconnected molecules or ions with the total composition C4H11OP in a non-equilibrium geometry (ωB97M-V/def2-TZVPD).

Energy ... -15660.3799 eV
HOMO ... -9.21 eV
Orbital gap ... 9.872 eV
Lowest unoccupied orbital energy ... 0.661 eV
Energy above the lowest of the compared OMol25 structures with the same formula, charge and spin ... 57.2 kcal per mole
SMILES ... C=CCC.OP

Last column: natural (NBO) charge in e.
Cartesian coordinates (Å):
C1 1.470 1.035 -1.277  -0.619
C2 0.010 0.856 -0.899  -0.439
C3 -0.189 0.991 0.580  -0.163
C4 0.382 1.046 1.733  -0.404
O1 -2.157 -3.741 0.739  -0.954
P1 -1.400 -2.308 0.356  0.606
H1 1.627 1.327 -2.386  0.208
H2 1.871 1.878 -0.768  0.207
H3 2.200 0.166 -1.069  0.212
H4 -0.383 -0.129 -1.264  0.215
H5 -0.614 1.690 -1.376  0.219
H6 -2.403 -3.553 1.608  0.475
H7 -1.221 1.134 0.687  0.177
H8 -0.229 0.752 2.560  0.200
H9 1.416 1.120 1.986  0.185
H10 -2.201 -2.060 -0.801  -0.067
H11 -0.244 -2.869 -0.329  -0.058

=====

Among the records above, which one has the lowest energy?
C58H130F6N3P3

=====

Among the records above, which one has the highest energy?
C6H16O

=====

Which value of energy does entry 3 give?
-8527.0827 eV